(1)
{
  "formula": "C25H88N2O20",
  "method": "the ωB97M-V functional and the def2-TZVPD basis",
  "max_force_ev_per_a": 5.60,
  "homo_lumo_gap_ev": 7.87,
  "lumo_ev": -0.26,
  "energy_ha": -2619.311619,
  "elements": ["H", "C", "C", "C", "H", "H", "H", "H", "H", "O", "H", "H", "H", "C", "H", "H", "H", "O", "H", "H", "C", "H", "H", "H", "C", "H", "H", "C", "H", "H", "C", "C", "O", "H", "C", "C", "H", "H", "H", "H", "H", "H", "H", "O", "H", "C", "H", "O", "O", "H", "H", "N", "C", "H", "O", "C", "H", "H", "H", "H", "H", "H", "H", "O", "H", "H", "H", "H", "H", "H", "H", "O", "H", "O", "H", "H", "C", "O", "H", "H", "H", "O", "H", "C", "C", "H", "C", "H", "H", "C", "H", "H", "O", "H", "O", "O", "H", "H", "H", "H", "H", "N", "H", "C", "C", "H", "H", "H", "O", "C", "H", "H", "H", "H", "H", "H", "H", "H", "O", "C", "O", "H", "H", "H", "H", "H", "H", "O", "H", "H", "C", "H", "H", "C", "O"],
  "coordinates": [[2.600, -20.194, -22.859], [-1.914, -12.837, -15.429], [-2.174, -9.725, -13.161], [2.575, -20.147, -21.770], [-0.645, -15.286, -13.260], [-5.232, -12.661, -16.312], [4.531, -17.324, -14.849], [-2.562, -11.893, -24.406], [2.345, -11.099, -17.773], [-1.967, -20.598, -17.452], [-2.863, -8.941, -12.845], [3.048, -10.849, -15.662], [2.412, -17.553, -15.710], [-3.785, -17.643, -19.119], [-4.544, -12.172, -13.418], [0.205, -15.308, -14.690], [1.384, -11.141, -19.440], [-2.791, -15.776, -23.484], [2.602, -15.532, -18.951], [0.136, -12.437, -15.182], [-3.748, -12.834, -13.759], [-0.259, -12.220, -25.624], [-2.151, -19.582, -15.625], [-1.811, -21.922, -21.429], [-2.205, -8.522, -15.469], [2.097, -17.565, -22.196], [-1.593, -18.953, -23.829], [3.312, -17.554, -16.326], [-4.129, -14.070, -16.074], [0.158, -12.193, -24.169], [1.600, -18.997, -19.621], [-0.793, -11.979, -14.843], [-0.560, -11.955, -24.755], [-1.352, -15.562, -18.479], [-4.198, -12.990, -16.208], [-0.835, -10.474, -15.072], [-1.622, -21.491, -17.467], [-3.418, -13.012, -21.920], [-2.574, -10.723, -17.065], [-2.733, -17.918, -19.043], [-2.701, -16.247, -24.313], [4.388, -10.292, -16.661], [3.538, -15.172, -15.813], [-3.600, -9.428, -20.014], [-2.229, -11.729, -18.142], [-1.085, -18.855, -22.870], [-0.811, -12.131, -13.764], [3.147, -14.600, -15.153], [-2.473, -10.813, -18.012], [2.970, -16.947, -17.165], [3.588, -13.192, -18.783], [-3.295, -10.761, -15.152], [-2.170, -9.915, -14.673], [-2.912, -7.788, -15.082], [2.188, -11.809, -23.237], [0.311, -15.631, -13.655], [-2.311, -8.706, -16.538], [-2.492, -20.331, -20.942], [-4.143, -13.845, -13.859], [0.358, -21.881, -21.105], [2.239, -9.666, -19.965], [3.498, -18.524, -16.788], [-0.919, -21.243, -24.118], [3.034, -11.721, -17.531], [-3.402, -9.889, -19.199], [2.484, -18.393, -19.418], [-2.838, -14.386, -22.182], [-3.857, -12.821, -17.229], [-4.568, -10.320, -13.916], [-5.097, -15.110, -19.516], [-1.006, -19.148, -14.735], [-4.055, -16.772, -18.114], [-2.814, -8.913, -20.196], [0.275, -21.261, -20.376], [-1.859, -18.255, -22.392], [-1.759, -13.803, -14.948], [1.400, -19.307, -21.164], [1.378, -9.556, -18.092], [0.585, -17.318, -21.257], [2.174, -11.426, -24.114], [-1.234, -8.026, -15.439], [-1.211, -13.467, -19.141], [1.695, -19.849, -18.949], [3.773, -11.157, -16.415], [-0.777, -20.249, -22.243], [-2.785, -21.040, -22.575], [3.638, -15.213, -19.063], [-0.109, -9.898, -14.498], [2.836, -21.131, -21.380], [-0.203, -21.141, -23.303], [-4.003, -11.434, -24.478], [-1.012, -13.069, -19.992], [4.452, -16.883, -15.697], [-0.003, -17.089, -23.657], [-5.410, -14.230, -19.727], [3.937, -13.834, -19.405], [0.161, -22.109, -22.958], [-0.918, -15.311, -20.149], [-1.876, -20.291, -18.354], [-4.264, -18.618, -19.032], [0.717, -18.555, -19.159], [0.167, -20.066, -21.096], [-1.210, -9.453, -12.730], [1.397, -10.052, -19.390], [-2.072, -20.916, -21.760], [4.072, -15.953, -19.736], [-3.984, -17.312, -20.138], [-2.958, -12.805, -13.008], [-4.469, -10.298, -14.871], [1.111, -17.964, -21.960], [0.854, -8.752, -18.144], [1.139, -15.102, -13.183], [-4.117, -17.183, -17.249], [-4.847, -13.941, -20.446], [4.153, -15.448, -18.132], [0.718, -18.527, -24.028], [-2.482, -10.592, -12.578], [3.492, -19.604, -21.541], [-1.953, -19.290, -14.736], [-0.844, -14.873, -19.154], [-3.299, -11.623, -23.857], [-0.750, -10.282, -16.142], [-1.721, -13.034, -16.483], [0.634, -17.421, -12.855], [-3.551, -16.176, -23.062], [0.220, -14.806, -18.926], [3.189, -13.725, -15.538], [0.330, -17.075, -13.698], [4.400, -11.841, -15.845], [2.338, -12.743, -23.386], [0.193, -18.057, -23.196], [0.724, -20.834, -23.787], [0.430, -9.910, -19.873], [-3.319, -12.263, -15.108], [-3.250, -13.856, -21.500]]
}

(2)
{
  "formula": "C26H11Br4F5InN5O2S",
  "method": "the ωB97M-V functional and the def2-TZVPD basis",
  "max_force_ev_per_a": 0.79,
  "homo_lumo_gap_ev": 5.74,
  "lumo_ev": -1.45,
  "energy_ha": -12805.427943,
  "elements": ["C", "C", "C", "H", "N", "C", "Br", "C", "F", "Br", "C", "O", "C", "S", "H", "H", "H", "O", "C", "C", "C", "C", "Br", "C", "N", "C", "F", "H", "C", "C", "H", "C", "N", "C", "F", "F", "C", "Br", "H", "N", "H", "C", "In", "C", "C", "F", "H", "H", "C", "N", "C", "C", "H", "C", "C"],
  "coordinates": [[1.814, 1.228, -1.477], [-2.997, 1.035, -2.727], [-0.174, -5.345, -3.004], [-3.366, 1.692, 1.720], [-2.667, 0.787, -1.466], [-4.438, 2.190, -0.729], [5.699, 2.745, -1.243], [-0.670, -2.651, -3.078], [-0.903, -1.324, -3.152], [0.561, 4.777, 0.258], [-3.349, 1.371, -0.467], [-0.270, 2.090, -0.796], [3.051, 3.605, -0.597], [-0.952, -2.449, -0.329], [-2.387, 0.569, -3.489], [3.801, -0.430, 4.853], [3.684, -0.403, 2.434], [1.219, 0.099, -1.833], [2.025, -0.216, 3.671], [-4.062, 1.856, -3.065], [2.722, -0.333, 4.870], [2.023, -0.323, 6.059], [3.866, 5.196, 0.014], [0.634, -0.195, 6.065], [2.686, -0.269, 2.449], [-4.798, 2.433, -2.044], [-0.028, -5.376, -5.355], [-1.129, 0.056, 4.861], [-0.647, -3.268, -1.835], [-0.383, -4.639, -1.835], [2.559, -0.373, 0.377], [-2.862, 1.187, 0.900], [0.727, -0.040, 1.231], [1.665, 3.440, -0.499], [0.074, -6.654, -2.961], [-0.336, -5.296, -0.676], [-0.468, -3.337, -4.260], [4.194, -0.086, -2.170], [0.100, -0.197, 7.005], [-1.293, 0.404, 2.339], [-4.979, 2.645, 0.090], [3.820, 2.576, -1.123], [-0.617, -0.028, -0.796], [3.191, 1.397, -1.544], [2.004, -0.233, 1.300], [-0.523, -2.691, -5.426], [-4.297, 2.041, -4.103], [2.560, -0.420, 6.992], [-0.030, 0.103, 2.378], [-1.802, 0.513, 1.093], [-0.219, -4.696, -4.227], [0.633, -0.065, 3.664], [-5.635, 3.080, -2.270], [1.024, 2.282, -0.927], [-0.055, -0.061, 4.879]]
}

(3)
{
  "formula": "C26H12Cl4IrN2O2PS2Se2",
  "method": "the ωB97M-V functional and the def2-TZVPD basis",
  "max_force_ev_per_a": 1.11,
  "total_charge": -1,
  "homo_lumo_gap_ev": [6.70, 5.54],
  "multiplicity": 2,
  "lumo_ev": [1.57, 0.22],
  "energy_ha": -9143.881156,
  "s_squared": 0.76,
  "elements": ["H", "C", "C", "S", "P", "Cl", "H", "C", "H", "Se", "C", "H", "H", "C", "C", "C", "Ir", "C", "H", "C", "Cl", "H", "N", "S", "C", "C", "C", "H", "C", "N", "C", "O", "H", "C", "C", "H", "O", "C", "C", "Cl", "H", "C", "C", "C", "Cl", "C", "Se", "C", "C", "C", "C", "H"],
  "coordinates": [[0.662, 2.890, 1.539], [1.820, 4.282, -3.109], [-0.657, -3.458, 3.104], [0.529, -0.011, -2.549], [0.490, -0.051, 1.142], [-4.075, -5.588, -4.622], [-2.156, -3.670, 4.619], [2.403, 1.995, -2.616], [2.178, -0.682, 3.352], [1.965, -1.052, -0.091], [2.199, 5.654, -3.319], [1.876, 4.247, 3.203], [0.746, -2.955, 1.551], [-1.389, -0.783, 3.033], [-2.645, -2.188, -3.055], [2.791, 1.162, 4.256], [-1.488, 0.055, -1.899], [1.331, 1.019, 2.348], [-1.685, 0.258, 2.991], [-3.145, -3.137, -3.942], [-2.547, -4.190, 0.399], [-0.259, 4.699, -3.394], [2.480, 6.755, -3.487], [-1.589, 2.128, -3.006], [4.182, 3.666, -2.717], [-2.026, -1.650, 3.903], [0.481, 3.938, -3.182], [3.395, 0.675, 5.011], [-3.462, -4.423, -3.501], [5.295, 3.946, -2.645], [2.108, 0.399, 3.326], [-2.364, -0.944, -3.422], [3.140, 1.239, -2.380], [1.249, 2.404, 2.308], [-0.018, -2.590, 2.225], [3.247, 3.145, 4.942], [-1.974, -1.602, -0.885], [-3.279, -4.764, -2.167], [0.072, 2.622, -2.954], [-3.670, -6.354, -1.607], [-2.816, -1.284, 4.545], [2.796, 3.312, -2.815], [2.707, 2.549, 4.216], [1.938, 3.167, 3.243], [-3.374, -2.667, -5.588], [-2.772, -3.819, -1.274], [-0.896, 1.281, 0.109], [-2.442, -2.542, -1.707], [1.060, 1.662, -2.689], [-1.655, -2.990, 3.942], [-0.377, -1.252, 2.196], [-0.381, -4.504, 3.115]]
}